No. 1
Formula: C16H29Cl2N5O4SV
Source: the Open Molecules 2025 dataset
Level of theory: ωB97M-V/def2-TZVPD

```
58
Properties=species:S:1:pos:R:3
V -0.457 0.335 -0.609
N -1.564 -0.627 -2.195
C -1.150 -1.997 -2.574
C -1.025 -2.955 -1.397
N 0.085 -2.570 -0.490
C 0.808 -3.669 0.173
C 1.773 -3.191 1.236
N 1.060 -2.635 2.373
C 0.289 -1.341 -0.263
C 0.039 1.775 -1.587
N 0.192 2.720 -2.419
H -2.529 -0.655 -1.869
H -1.486 -0.047 -3.030
H -0.200 -1.857 -3.099
H -1.869 -2.420 -3.280
H -0.816 -3.952 -1.783
H -1.937 -2.992 -0.794
H 1.344 -4.234 -0.593
H 0.042 -4.324 0.603
H 2.399 -2.406 0.807
H 2.432 -4.038 1.472
H 1.693 -2.180 3.018
H 0.557 -3.353 2.880
H 0.292 0.079 -3.833
H 4.562 -0.382 -3.824
H 4.364 -0.472 -4.538
H 2.537 0.184 -1.112
H -0.130 2.608 -3.376
H 0.664 3.568 -2.122
C -1.780 4.569 6.517
C -1.631 4.249 5.056
C -0.842 3.178 4.637
C -0.682 2.893 3.293
C -1.323 3.685 2.350
C -2.118 4.749 2.740
C -2.264 5.025 4.092
S -1.092 3.365 0.623
O -2.081 4.145 -0.078
O 0.297 3.633 0.318
N -1.368 1.764 0.451
C -2.709 1.428 0.974
C -2.846 -0.071 0.984
O -3.800 -0.633 1.481
O -1.821 -0.672 0.447
H -1.560 3.701 7.137
H -2.791 4.907 6.746
H -1.093 5.367 6.806
H -0.353 2.556 5.377
H -0.081 2.050 2.978
H -2.619 5.340 1.987
H -2.890 5.854 4.401
H -3.501 1.850 0.349
H -2.883 1.788 1.989
Cl 1.731 0.028 -2.145
C 3.318 0.025 1.802
Cl 2.258 1.335 1.711
H 3.336 -0.669 0.977
H 3.995 -0.030 2.637
```

## Properties
Spin multiplicity: 2
ΔE to the lowest compared entry with this formula, charge and spin in eV: 11.866
Orbital gap (spin up / spin down) in eV: 5.903 / 5.905
HOMO (spin up / spin down) in Ha: -0.234 / -0.234

Atomic partial charges in e from the Löwdin method, atoms 1 to 6: 0.6080 -0.0468 -0.2294 -0.1131 -0.1408 -0.1367

No. 2
Formula: C4H5ClFN
Source: the Open Molecules 2025 dataset
Level of theory: ωB97M-V/def2-TZVPD

```
12
Properties=species:S:1:pos:R:3
C -2.541 -0.759 1.998
C -1.485 -1.350 1.532
C 0.534 -0.170 -0.680
C 1.850 1.497 -1.722
N 0.722 0.904 -1.183
F -1.018 -2.584 1.891
Cl 1.365 -1.584 -0.524
H -2.944 -1.084 2.886
H -2.743 0.211 1.507
H 2.855 1.292 -1.202
H 1.689 2.513 -1.778
H 1.715 1.115 -2.726
```

## Properties
Spin multiplicity: 1
ΔE to the lowest compared entry with this formula, charge and spin in eV: 5.470
Orbital gap (spin up / spin down) in eV: 9.724 / 7.517
HOMO (spin up / spin down) in Ha: -0.361 / -0.295

Atomic partial charges in e from the Löwdin method, atoms 1 to 6: -0.0160 -0.1160 -0.6573 -0.1377 -0.0945 -0.0183

No. 3
Formula: C19H27NO3
Source: the Open Molecules 2025 dataset
Level of theory: ωB97M-V/def2-TZVPD

```
50
Properties=species:S:1:pos:R:3
C -1.891 2.380 -0.977
O -0.580 2.941 -0.595
C 0.681 2.368 -1.135
C 1.712 3.388 -1.527
C 2.907 2.917 -2.189
C 3.910 3.860 -2.597
C 3.794 5.238 -2.373
C 2.621 5.705 -1.794
C 1.600 4.805 -1.350
C 1.318 1.360 -0.026
C 1.394 2.195 1.316
C 0.617 -0.039 0.247
C 0.228 -0.993 -0.669
C 0.723 -0.964 -2.058
C -0.530 -2.128 -0.270
C -1.265 -2.225 0.866
C -2.149 -3.398 1.066
N -3.562 -2.823 1.098
C -1.897 -3.994 2.475
C -0.404 -4.331 2.796
C -2.735 -5.222 2.812
O -2.883 -5.534 3.989
O -3.462 -5.756 1.829
H -2.074 2.667 -1.958
H -1.921 1.340 -0.914
H -2.693 2.826 -0.428
H 0.438 1.799 -1.991
H 2.968 1.886 -2.399
H 4.830 3.494 -2.962
H 4.483 5.971 -2.713
H 2.523 6.830 -1.709
H 0.683 5.178 -0.917
H 2.272 1.109 -0.404
H 0.396 2.669 1.522
H 1.541 1.467 2.172
H 2.141 2.993 1.258
H 0.162 -0.030 1.195
H 1.042 -1.992 -2.357
H 0.015 -0.558 -2.846
H 1.597 -0.285 -2.069
H -0.550 -2.903 -1.066
H -1.362 -1.300 1.660
H -2.013 -4.194 0.272
H -3.856 -2.405 0.198
H -4.249 -3.457 1.410
H -2.265 -3.255 3.294
H -0.097 -5.237 2.235
H -0.360 -4.454 3.911
H 0.191 -3.519 2.434
H -3.989 -6.392 2.234
```

## Properties
Spin multiplicity: 1
ΔE to the lowest compared entry with this formula, charge and spin in eV: 5.400
Orbital gap in eV: 8.735
Structure (SMILES): CO[C@@H](c1ccccc1)[C@@H](C)/C=C(C)/C=C/[C@H](N)[C@H](C)C(=O)O
HOMO in Ha: -0.303

Atomic partial charges in e from the Löwdin method, atoms 1 to 6: -0.0298 -0.1797 -0.2260 -0.1563 -0.0070 -0.0675

No. 4
Formula: C9H13NO
Source: the Open Molecules 2025 dataset
Level of theory: ωB97M-V/def2-TZVPD

```
24
Properties=species:S:1:pos:R:3
C 2.502 -1.327 -0.749
C 2.725 -0.228 -1.512
C 2.718 1.030 -0.813
C 2.812 1.121 0.522
C 2.478 0.028 1.374
C 2.470 -1.134 0.749
C -2.763 -1.904 0.060
C -3.001 -0.294 -0.135
C -2.314 1.901 -0.033
H 2.510 -2.362 -1.076
H 2.630 -0.440 -2.570
H 2.553 2.001 -1.387
H 2.742 2.125 0.966
H 2.482 0.173 2.418
H 2.151 -1.852 1.340
H -1.893 -2.022 0.576
H -2.550 -2.407 -0.996
H -3.593 -2.093 0.826
H -1.055 0.169 0.777
H -3.522 1.978 0.889
H -1.166 2.377 0.497
H -2.711 2.674 -1.221
N -1.932 0.481 -0.281
O -4.273 0.006 -0.223
```

## Properties
Spin multiplicity: 1
ΔE to the lowest compared entry with this formula, charge and spin in eV: 8.658
Orbital gap in eV: 9.207
HOMO in Ha: -0.349

Atomic partial charges in e from the Löwdin method, atoms 1 to 6: -0.0500 -0.0944 -0.1120 -0.1197 -0.1053 -0.0854

No. 5
Formula: C20H42FN4O2P
Source: the Open Molecules 2025 dataset
Level of theory: ωB97M-V/def2-TZVPD

```
70
Properties=species:S:1:pos:R:3
N 3.118 -2.135 -1.273
C 3.945 -1.641 -1.923
C 4.911 -0.995 -2.751
P 6.088 -0.057 -1.694
O 5.356 0.854 -0.801
C 5.535 -1.983 -3.781
F 5.429 -1.357 -4.998
C 4.795 -3.223 -3.916
N 4.328 -4.286 -3.953
C 6.987 -2.318 -3.561
C 7.168 -3.333 -2.405
C 8.428 -3.108 -1.561
C 8.150 -3.446 -0.120
O 7.679 -4.778 -0.020
H 4.388 -0.249 -3.324
H 6.841 -0.971 -0.939
H 6.943 0.665 -2.549
H 7.304 -2.809 -4.464
H 7.602 -1.436 -3.468
H 7.174 -4.312 -2.832
H 6.300 -3.279 -1.762
H 8.788 -2.097 -1.659
H 9.185 -3.775 -1.935
H 7.411 -2.769 0.287
H 9.047 -3.344 0.471
H 6.778 -4.743 0.281
C -2.575 1.628 0.519
C -1.103 1.318 0.743
N -0.403 0.962 -0.474
C 0.915 0.395 -0.238
C 1.983 1.290 0.402
C -0.497 1.924 -1.555
C -0.006 3.355 -1.294
H -3.077 0.802 0.014
H -3.068 1.786 1.480
H -2.719 2.535 -0.071
H -1.037 0.469 1.427
H -0.637 2.171 1.263
H 1.300 0.006 -1.183
H 0.784 -0.486 0.397
H 2.378 2.024 -0.299
H 2.827 0.679 0.725
H 1.607 1.817 1.280
H -1.542 1.976 -1.871
H 0.031 1.516 -2.421
H -0.353 3.740 -0.334
H -0.391 4.021 -2.069
H 1.080 3.428 -1.320
C -9.728 1.325 3.800
C -8.673 1.783 2.804
N -7.318 1.585 3.277
C -6.321 2.268 2.471
C -6.138 1.824 1.015
C -6.985 0.233 3.686
C -7.148 -0.893 2.656
H -9.582 1.803 4.769
H -10.719 1.595 3.435
H -9.718 0.244 3.942
H -8.813 2.853 2.632
H -8.859 1.286 1.838
H -5.358 2.202 2.985
H -6.574 3.333 2.473
H -5.611 0.874 0.943
H -5.537 2.562 0.481
H -7.088 1.736 0.487
H -7.596 -0.015 4.558
H -5.959 0.231 4.059
H -8.089 -0.820 2.110
H -7.143 -1.859 3.165
H -6.333 -0.911 1.934
```

## Properties
Spin multiplicity: 1
Orbital gap in eV: 7.972
Structure (SMILES): N#C[C@@H]([PH2]=O)[C@](F)(C#N)CCCCO.CCN(CC)CC.CCN(CC)CC
HOMO in Ha: -0.288

Atomic partial charges in e from the Löwdin method, atoms 1 to 6: 0.2230 -0.2509 -0.2928 0.7572 -0.4049 -0.4894

No. 6
Formula: C33H48N4O6
Source: the Open Molecules 2025 dataset
Level of theory: ωB97M-V/def2-TZVPD

```
91
Properties=species:S:1:pos:R:3
C 0.026 6.855 3.109
H -0.086 7.911 3.345
H 0.818 6.442 3.729
H -0.902 6.348 3.365
C 0.363 6.675 1.632
C 1.579 7.522 1.263
H 1.821 7.412 0.208
H 2.443 7.214 1.847
H 1.387 8.573 1.462
C 0.641 5.207 1.292
C -0.550 4.291 1.554
N -0.511 3.144 0.659
C -1.559 2.335 0.465
O -2.655 2.506 0.975
C -1.243 1.162 -0.479
N -0.171 0.351 0.065
C 1.116 0.650 -0.122
O 1.496 1.648 -0.722
C 2.129 -0.340 0.475
N 2.222 -0.169 1.916
C 1.247 -0.443 2.815
O 0.144 -0.865 2.528
O 1.708 -0.200 4.043
C 0.852 -0.318 5.207
C 1.757 0.094 6.368
H 2.625 -0.557 6.414
H 2.095 1.116 6.224
H 1.212 0.027 7.305
C 0.380 -1.762 5.375
H -0.244 -2.054 4.535
H -0.197 -1.852 6.291
H 1.235 -2.432 5.428
C -0.324 0.648 5.083
H -0.884 0.664 6.015
H 0.056 1.646 4.871
H -0.985 0.337 4.277
H 3.055 0.249 2.298
H 3.103 -0.051 0.070
C 1.823 -1.802 0.115
C 1.419 -2.016 -1.320
C 0.536 -3.040 -1.631
C 0.135 -3.290 -2.932
C 0.611 -2.490 -3.963
C 1.509 -1.466 -3.663
C 1.912 -1.239 -2.364
H 2.608 -0.439 -2.170
H 1.878 -0.854 -4.471
O 0.269 -2.612 -5.278
C -0.669 -3.597 -5.644
C -0.175 -5.016 -5.491
C 1.182 -5.300 -5.556
C 1.630 -6.602 -5.428
C 0.725 -7.633 -5.244
C -0.631 -7.357 -5.184
C -1.079 -6.054 -5.304
H -2.137 -5.839 -5.253
H -1.341 -8.158 -5.041
H 1.074 -8.651 -5.145
H 2.688 -6.812 -5.475
H 1.885 -4.493 -5.702
H -1.609 -3.462 -5.090
H -0.870 -3.397 -6.704
H -0.543 -4.106 -3.124
H 0.147 -3.665 -0.839
H 1.025 -2.164 0.765
H 2.714 -2.398 0.335
H -0.409 -0.350 0.762
H -0.872 1.591 -1.418
C -2.482 0.307 -0.720
H -3.298 0.966 -1.020
H -2.766 -0.149 0.231
C -2.276 -0.785 -1.773
C -2.078 -0.194 -3.167
H -2.006 -0.988 -3.906
H -1.161 0.387 -3.222
H -2.916 0.447 -3.433
C -3.473 -1.733 -1.771
H -3.609 -2.180 -0.789
H -3.326 -2.533 -2.493
H -4.383 -1.197 -2.032
H -1.380 -1.356 -1.512
H 0.367 2.932 0.194
H -1.499 4.815 1.381
C -0.549 3.741 2.996
O 0.460 3.604 3.655
N -1.782 3.425 3.435
H -1.860 2.937 4.314
H -2.514 3.283 2.747
H 0.913 5.135 0.237
H 1.483 4.849 1.890
H -0.491 7.014 1.032
```

## Properties
Spin multiplicity: 1
ΔE to the lowest compared entry with this formula, charge and spin in eV: 0.000
Orbital gap in eV: 9.124
HOMO in Ha: -0.312

Atomic partial charges in e from the Löwdin method, atoms 1 to 6: -0.0669 0.0776 0.0858 0.0725 -0.4271 -0.0818

No. 7
Formula: C11H4F17O2
Source: the Open Molecules 2025 dataset
Level of theory: ωB97M-V/def2-TZVPD

```
34
Properties=species:S:1:pos:R:3
O 2.871 -3.266 2.543
C 3.817 -2.574 2.008
O 4.931 -2.318 2.766
C 3.618 -2.016 0.493
C 3.312 -0.454 0.646
C 2.795 0.250 -0.717
F 2.318 -0.782 -1.560
F 3.989 0.766 -1.348
C 1.809 1.479 -0.492
F 2.387 2.611 -1.164
F 1.678 1.892 0.866
C 0.326 1.334 -1.069
F -0.210 2.668 -1.072
F 0.292 0.971 -2.456
C -0.607 0.276 -0.316
F -1.202 -0.585 -1.297
F 0.120 -0.618 0.531
C -1.758 0.897 0.617
F -1.288 1.970 1.439
F -2.051 -0.134 1.571
C -3.060 1.414 -0.158
F -3.408 2.670 0.444
F -2.870 1.699 -1.525
C -4.366 0.504 -0.034
F -5.411 1.239 -0.689
F -4.840 0.359 1.305
C -4.321 -0.912 -0.768
F -5.660 -1.418 -0.725
F -3.528 -1.885 -0.152
F -3.973 -0.873 -2.122
H 2.763 -2.635 0.064
H 4.616 -2.246 -0.036
H 4.322 0.048 0.889
H 2.590 -0.332 1.518
```

## Properties
Spin multiplicity: 1
Total charge: -1
Orbital gap in eV: 6.002
Structure (SMILES): O=C([O-])CCC(F)(F)C(F)(F)C(F)(F)C(F)(F)C(F)(F)C(F)(F)C(F)(F)C(F)(F)F
HOMO in Ha: -0.149

Atomic partial charges in e from the Löwdin method, atoms 1 to 6: -0.1367 -0.6160 -0.2207 -0.1194 -0.0800 -0.2866

No. 8
Formula: CH3F2NS
Source: the Open Molecules 2025 dataset
Level of theory: ωB97M-V/def2-TZVPD

```
8
Properties=species:S:1:pos:R:3
C -0.467 -1.140 0.068
N 0.036 -1.374 1.338
F -0.436 1.691 0.211
F 1.530 1.810 -1.211
S 1.164 1.877 0.444
H -1.217 -1.873 -0.199
H 0.298 -0.849 -0.618
H -0.909 -0.142 -0.034
```

## Properties
Spin multiplicity: 1
ΔE to the lowest compared entry with this formula, charge and spin in eV: 4.302
Orbital gap (spin up / spin down) in eV: 8.555 / 8.718
HOMO (spin up / spin down) in Ha: -0.343 / -0.349

Atomic partial charges in e from the Löwdin method, atoms 1 to 6: -0.3097 0.0928 -0.4686 -0.4575 0.9641 0.0773

| no. | maximum force (eV/Å) | electronic energy (eV) |
| --- | --- | --- |
| 1 | 0.97 | -94260.886 |
| 2 | 3.19 | -20952.611 |
| 3 | 3.71 | -27770.596 |
| 4 | 7.94 | -13073.414 |
| 5 | 3.05 | -43480.624 |
| 6 | 0.74 | -53249.605 |
| 7 | 5.54 | -61762.097 |
| 8 | 2.81 | -18840.171 |